Here is C7H8 in the gas phase from the Open Molecules 2025 dataset. Energies are from ωB97M-V with the def2-TZVPD basis set.

HOMO level (spin up / spin down), eV: -7.9 / -7.1
F_max, Eh/bohr: 0.0877
E, Eh: -271.29139

```
15
Properties=species:S:1:pos:R:3:forces:R:3:lowdin_charge:R:1
H -0.974690 -2.576839 1.507211 -1.47 -1.46 1.32 0.012
H 2.704513 -0.492573 -1.015668 0.29 1.08 0.40 0.075
H -2.257393 0.766684 0.591678 -0.58 -1.20 0.26 0.076
H 3.097765 1.296825 -1.339137 0.45 0.81 -0.16 0.037
H -2.617868 -0.873254 1.526090 -1.22 -0.53 0.76 0.038
H -0.357732 2.176420 0.053477 -0.19 3.01 3.14 0.052
H 0.772376 -2.355244 0.844992 -2.37 0.80 0.05 0.101
C 1.101284 0.731448 -0.799464 -1.04 -0.11 1.88 -0.235
C -0.106193 1.604174 -0.722885 0.32 -1.73 -2.27 -0.053
C -0.337074 -2.002641 0.952172 3.55 1.86 -2.06 0.085
C -0.060911 0.195515 -0.279621 1.77 0.09 -2.40 -0.112
C -0.803694 -0.766993 0.457250 -1.48 -0.98 1.34 -0.347
C 2.422464 0.586714 -0.946019 -0.04 -2.43 -0.74 0.067
C -2.098321 -0.313767 0.813218 2.48 1.29 -1.03 0.101
H -0.484526 2.023531 -1.643295 -0.48 -0.49 -0.48 0.103
```
Forces are in eV/Å.

Here is a 12-piece molecular cluster, C4H33N2O11 overall from the Open Molecules 2025 dataset. Energies are from ωB97M-V with the def2-TZVPD basis set.

HOMO level, eV: -12.4
F_max, Eh/bohr: 0.0536
Net charge: +1
E, Eh: -1109.10661

```
50
Properties=species:S:1:pos:R:3:forces:R:3:lowdin_charge:R:1
H -0.953077 3.406209 -1.088651 0.03 -0.40 0.14 0.074
H 2.342208 -2.168043 1.791335 0.52 0.79 0.25 0.057
H -1.343820 -0.311939 0.270797 0.51 0.06 -0.13 0.103
H 0.216330 -1.877354 1.486065 -0.17 0.03 0.51 0.011
O 0.966841 -2.397744 1.137805 0.22 -0.58 0.08 -0.048
H 2.119899 -0.361382 2.102633 -0.21 0.59 0.46 -0.001
H -5.090902 -0.866752 -1.708970 0.39 -0.05 -0.44 0.073
O -0.146216 2.000774 3.017462 0.00 0.54 -0.14 -0.084
N -3.237423 1.000070 -1.097101 1.24 0.39 1.24 0.189
O 1.943538 0.266389 2.823673 -0.50 1.09 0.25 -0.072
H -5.096456 -1.643504 -0.025840 0.43 0.40 -0.72 0.104
O 0.987495 1.399312 -2.470135 0.34 -0.81 -0.02 -0.065
O 2.384058 1.817097 -0.131244 -1.94 0.95 -0.84 -0.035
H 1.215335 -2.006010 0.292461 -0.33 0.03 -0.54 0.006
C -4.643265 -0.917754 -0.734347 -0.93 -0.08 1.88 0.109
H 3.595818 -2.065463 2.735100 0.34 -0.03 0.08 0.090
H 0.271727 2.867477 2.908814 -0.39 -0.15 0.04 0.045
H 4.294026 -1.163472 -3.222196 -0.14 -0.07 -0.57 0.062
H -0.061257 2.179530 -1.346755 0.31 -0.31 -0.27 0.001
H 3.808427 -1.050299 0.525846 0.51 0.23 0.44 0.021
H 4.240076 -1.097835 -1.712740 -0.27 0.62 0.02 0.028
H -0.620872 -0.028571 2.518839 -0.60 -0.39 0.10 0.057
H 0.644654 -1.279756 -1.948720 -0.39 -0.35 0.19 0.075
H 2.929924 1.249531 -0.657827 1.19 -0.51 0.66 -0.002
O 1.306471 -1.178482 -1.256455 0.19 0.39 -0.90 -0.052
O 4.336703 -0.490839 -0.077051 0.10 0.04 -0.20 -0.062
O -0.939863 2.438655 -1.017485 -0.70 0.89 0.31 -0.066
H 2.122873 -1.158172 -1.804457 0.38 -0.20 0.23 0.026
H 2.672775 0.041061 3.411754 -0.31 0.26 0.10 0.066
N -1.107312 -0.898869 2.273424 -0.61 0.09 0.81 0.013
H -3.944998 1.645486 -1.420934 -0.14 -0.26 -1.07 0.167
H -3.176314 1.034788 1.592788 0.92 1.21 -0.74 0.107
O 3.729635 -0.851997 -2.515128 0.23 -0.39 0.16 -0.066
C -3.846516 -0.012934 -0.185050 0.11 0.39 -0.55 -0.324
H -2.255312 -1.770542 0.760909 0.62 0.71 0.12 0.135
O 3.156443 -1.573053 2.038371 0.21 -2.66 -0.68 -0.120
H 2.674301 2.046905 0.739033 0.91 -0.46 0.47 0.031
H -2.573470 0.554275 -1.766632 -1.38 0.33 -0.76 0.122
H 1.813091 1.859294 -2.657124 -0.04 0.11 -0.04 0.069
H 1.273686 0.603383 -1.962244 -0.30 0.72 -0.19 0.011
O -2.740100 -0.166554 -3.518023 1.20 -0.12 -0.90 -0.061
H -4.002112 -0.207833 2.009324 0.93 -1.16 -1.38 0.151
H 5.055045 -0.106434 0.437271 -0.14 -0.21 0.05 0.080
H -2.010874 -0.206355 -4.192288 -1.07 0.08 0.90 0.096
C -1.898944 -0.755497 1.085873 -2.16 -0.67 0.12 -0.250
H 0.618333 1.408615 2.965832 0.39 -0.26 0.14 -0.034
H -3.470377 0.280715 -3.957726 0.03 -0.04 -0.21 0.059
H -1.755807 -1.193122 3.042057 1.24 0.43 -0.72 0.129
C -3.260077 0.050713 1.173430 -0.72 -0.81 1.79 -0.140
H -2.544350 1.656279 -0.665773 -0.06 -0.40 0.45 0.114
```
Forces are in eV/Å.

In order of appearance, relative energy (zero: lowest compared OMol25 entry of this formula, charge and spin) = 630.27, 343.66 kJ/mol.